[1]
This record from the OMol25 dataset describes a cluster of 14 separate species, C26H84N4O14 in total. The level of theory is wB97M-V/def2-TZVPD.

LUMO energy: -0.1513 eV
orbital gap: 8.901 eV
max |F|: 0.3329 hartree/bohr
E_HOMO: -9.05 eV
ΔE to the lowest compared entry with this formula, charge and spin: 22.7203 eV

```
128
Properties=species:S:1:pos:R:3:forces:R:3
C -1.425984 0.432633 -1.880859 0.4 -2.0 -1.2
C -1.835984 -0.443367 -0.611859 -0.3 0.1 -1.2
C -1.510984 0.277633 0.668141 3.3 -0.2 -3.7
O -0.079984 0.174633 0.860141 -2.0 1.0 1.4
C 0.256016 0.469633 2.238141 -0.7 3.2 -1.8
N -3.290984 -0.562367 -0.707859 -0.6 1.1 1.5
H -1.983984 -0.089367 -2.846859 1.0 2.2 2.5
H -0.357984 0.199633 -2.143859 -0.7 0.5 0.4
H -1.524984 1.582633 -1.681859 -0.3 -2.4 -0.7
H -1.426984 -1.515367 -0.480859 0.2 1.8 -0.9
H -2.004984 -0.218367 1.336141 -2.4 -3.6 4.7
H -1.989984 1.195633 0.793141 0.1 2.6 -0.5
H 1.344016 0.526633 2.200141 0.0 -0.4 0.8
H -0.225984 -0.165367 2.987141 0.3 -0.1 -0.3
H -0.146984 1.577633 2.336141 0.8 -1.9 0.6
H -3.693984 -1.117367 0.032141 0.3 0.2 1.0
H -3.524984 -1.162367 -1.444859 -0.1 -0.5 -2.2
C 5.230016 -1.284367 4.705141 -0.6 -2.4 2.2
C 5.086016 -0.073367 3.846141 -0.9 0.3 -2.7
C 6.412016 0.511633 3.392141 0.2 0.8 1.1
O 7.186016 0.780633 4.512141 1.9 -0.2 1.7
C 8.417016 1.417633 4.197141 -1.1 2.4 5.0
N 4.367016 -0.341367 2.583141 -3.1 1.7 2.8
H 5.912016 -2.169367 4.258141 -1.0 2.4 1.2
H 4.201016 -1.876367 4.898141 2.0 1.7 -0.5
H 5.544016 -0.823367 5.754141 -0.1 -1.7 -2.1
H 4.388016 0.643633 4.308141 0.8 0.0 0.4
H 6.412016 1.430633 2.861141 -1.4 1.3 -0.7
H 6.910016 -0.066367 2.637141 0.4 -1.5 -0.1
H 8.256016 2.442633 3.870141 -0.3 0.7 0.6
H 8.802016 1.078633 3.382141 2.6 -3.1 -5.1
H 9.264016 1.399633 5.001141 -2.1 -0.2 -1.0
H 4.852016 -0.813367 1.938141 2.6 -2.6 -2.6
H 4.160016 0.521633 2.099141 0.1 0.3 0.3
C 4.146016 -1.812367 -0.362859 -1.5 8.9 -14.2
C 2.896016 -0.927367 -0.140859 -1.2 -3.1 -4.2
C 2.581016 0.025633 -1.333859 5.2 -5.3 -0.8
O 3.764016 0.816633 -1.456859 -1.4 1.3 -1.4
C 3.635016 2.091633 -2.207859 0.6 -3.2 -2.9
N 1.603016 -1.719367 0.108141 0.6 8.5 -14.8
H 3.982016 -2.376367 -1.369859 0.5 0.5 2.0
H 4.238016 -2.285367 0.357141 1.8 -8.8 11.8
H 5.094016 -1.157367 -0.501859 -1.6 -0.9 0.2
H 3.143016 -0.380367 0.644141 0.5 2.7 3.6
H 1.795016 0.512633 -1.067859 -5.0 3.8 1.4
H 2.291016 -0.680367 -2.193859 0.8 1.3 0.5
H 4.685016 2.295633 -2.330859 0.2 1.3 0.6
H 2.936016 2.783633 -1.795859 -0.1 0.6 0.6
H 3.371016 1.929633 -3.353859 -0.1 -0.1 2.3
H 0.985016 -0.874367 0.193141 0.1 -1.9 -0.1
H 1.648016 -2.042367 0.864141 0.9 -6.5 14.6
C -5.086984 -4.936367 -3.198859 1.5 -4.1 -2.5
C -3.601984 -4.993367 -3.223859 -3.4 4.2 11.5
C -2.980984 -3.780367 -2.294859 -3.3 0.3 -5.0
O -3.347984 -2.466367 -2.886859 -0.3 -0.2 0.0
C -2.940984 -2.100367 -4.209859 1.7 -0.2 -0.9
N -3.159984 -6.187367 -2.747859 5.5 -4.7 3.0
H -5.521984 -4.086367 -3.433859 -1.3 4.6 -2.4
H -5.501984 -4.925367 -2.258859 -0.8 -1.8 2.7
H -5.357984 -5.716367 -3.996859 -0.6 0.8 1.8
H -3.286984 -4.985367 -4.059859 4.0 1.2 -11.2
H -1.973984 -3.827367 -2.446859 3.0 -0.4 0.8
H -3.460984 -3.861367 -1.348859 0.2 0.2 0.9
H -1.829984 -1.957367 -4.362859 -0.5 -0.8 0.8
H -3.200984 -1.050367 -4.428859 -1.0 -0.6 0.3
H -3.204984 -2.781367 -5.080859 -0.4 0.6 1.3
H -3.111984 -6.264367 -1.714859 -1.2 0.2 -0.5
H -2.029984 -6.296367 -2.814859 -3.3 0.5 -0.7
C -4.379984 -1.658367 3.059141 -2.7 2.8 -0.6
O -3.916984 -2.098367 1.776141 1.8 -5.4 2.2
H -3.662984 -0.799367 3.579141 -2.0 -2.2 -1.4
H -4.657984 -2.500367 3.810141 0.7 1.5 -1.3
H -5.401984 -1.249367 2.484141 1.9 0.0 3.3
H -3.772984 -3.122367 2.071141 0.2 3.2 -2.1
C 3.790016 2.924633 1.377141 -0.9 0.6 -1.4
O 4.779016 1.970633 0.791141 -0.3 2.8 4.5
H 2.651016 2.780633 0.884141 3.2 0.3 1.4
H 4.168016 3.974633 1.218141 -0.6 -0.9 -0.8
H 3.746016 3.016633 2.504141 0.0 -1.5 -1.0
H 4.447016 1.627633 0.009141 -1.4 -1.2 -2.7
C 0.088016 4.011633 0.007141 0.9 -1.6 0.6
O 0.278016 5.162633 -0.726859 0.9 3.3 4.0
H -0.785984 3.815633 0.533141 -2.6 0.4 0.3
H 0.765016 3.987633 0.791141 1.7 0.2 1.9
H 0.370016 3.089633 -0.411859 0.1 -1.1 -1.9
H 0.590016 5.746633 0.142141 -1.1 -1.2 -4.3
C -3.173984 2.782633 3.466141 2.0 2.4 0.9
O -3.293984 1.882633 4.590141 0.7 0.8 1.7
H -3.126984 2.228633 2.608141 0.4 -2.2 -2.1
H -2.092984 3.191633 3.604141 -2.1 0.3 -0.8
H -3.975984 3.569633 3.011141 1.3 -1.3 2.7
H -2.580984 2.068633 5.326141 -2.4 -0.1 -2.5
C -0.650984 -1.753367 5.648141 0.2 0.0 -2.6
O -1.152984 -0.678367 6.460141 0.4 -1.6 0.4
H -1.423984 -2.553367 5.691141 0.8 0.3 0.3
H 0.419016 -2.186367 5.825141 -1.9 1.1 0.4
H -0.642984 -1.490367 4.498141 0.0 -0.2 2.2
H -1.044984 0.202633 6.127141 0.5 0.2 -0.7
C 0.088016 3.330633 -3.558859 -3.8 1.5 -3.3
O 0.559016 4.624633 -3.277859 0.0 -0.2 -1.7
H -0.949984 3.105633 -3.170859 1.1 0.3 -0.4
H 0.732016 2.634633 -3.319859 3.4 -3.7 2.5
H 0.089016 2.973633 -4.710859 -0.5 2.0 1.9
H 0.571016 4.777633 -2.336859 -0.1 0.1 0.4
C -5.759984 1.563633 -1.435859 0.1 -0.1 -0.9
O -4.407984 2.023633 -1.398859 0.6 -1.3 0.5
H -6.479984 2.335633 -1.157859 0.1 0.2 -0.6
H -5.765984 0.901633 -0.639859 -0.8 -1.7 1.6
H -6.058984 0.939633 -2.335859 0.4 1.2 0.6
H -3.943984 1.208633 -0.933859 -0.5 1.5 -1.5
C -3.289984 3.997633 -4.246859 7.7 0.0 -1.6
O -3.360984 2.660633 -3.985859 -1.5 -0.8 2.6
H -2.716984 4.601633 -3.409859 -0.7 -1.0 -1.9
H -4.087984 4.467633 -4.483859 -6.4 2.9 -0.6
H -2.822984 4.128633 -5.403859 -0.1 -0.3 3.2
H -3.802984 2.651633 -3.060859 0.9 -1.0 -1.6
C 0.905016 0.273633 -6.003859 -0.7 -2.3 -1.1
O 2.092016 -0.412367 -6.363859 1.5 1.9 -0.6
H 0.226016 -0.191367 -6.774859 -0.7 0.6 1.6
H 0.952016 1.294633 -6.320859 0.5 0.7 0.3
H 0.682016 0.127633 -4.920859 -0.4 0.3 -0.9
H 2.207016 -1.245367 -5.957859 -0.3 -1.2 0.8
C -1.165984 -3.081367 2.063141 -2.3 -2.6 -3.7
O -1.953984 -4.359367 2.195141 0.1 2.7 -0.5
H -0.391984 -3.224367 2.625141 4.9 -0.9 3.3
H -1.521984 -2.167367 2.354141 -2.3 1.8 0.9
H -0.778984 -2.932367 1.057141 -0.3 -0.4 -0.3
H -1.359984 -4.879367 2.725141 0.0 -0.6 0.3
```
Positions in Å, forces in eV/Å.

---

[2]
This record from the OMol25 dataset describes a structure of composition C26H86BF6N2O22S2V. The level of theory is wB97M-V/def2-TZVPD.

LUMO energy (spin up / spin down): -7.5402 / -6.7716 eV
orbital gap (spin up / spin down): 4.042 / 4.811 eV
max |F|: 0.2046 hartree/bohr
2S+1: 4
E_HOMO (spin up / spin down): -11.58 / -11.58 eV
charge: +1

```
146
Properties=species:S:1:pos:R:3:forces:R:3
V 1.939433 18.927234 22.750196 2.0 0.7 1.3
B 2.042761 15.803942 22.237803 -2.0 -3.8 -1.3
F 1.991624 15.571614 20.901961 0.6 0.4 -0.9
F 0.795223 15.755222 22.747610 -2.0 0.4 1.0
F 2.835302 14.938548 22.903800 1.4 -0.9 0.8
F 2.500994 17.066721 22.499425 1.5 4.5 0.7
N 1.484897 20.873192 22.570448 1.7 2.8 -0.8
S 0.138401 21.704092 22.538357 -10.5 -0.6 1.1
O -0.396929 22.057900 21.243036 1.9 -0.2 1.5
O -0.224463 22.530655 23.683073 2.0 -1.2 -1.8
F -0.746672 20.378240 22.854314 0.4 -0.3 0.1
S 2.292110 22.376043 22.221435 7.8 4.3 -1.2
O 2.505092 23.255241 23.394359 -1.7 -2.9 -2.9
O 2.227982 23.004719 20.883218 -1.3 -2.2 3.4
F 3.732975 21.718115 22.102462 -0.4 -0.8 0.1
C 2.820215 21.050005 26.065597 0.2 -0.2 0.2
C 4.288536 20.599721 25.903868 -1.3 1.3 0.7
C 4.874927 20.612501 27.313837 0.7 -0.6 0.8
C 6.176630 19.868566 27.476528 0.5 -0.7 -0.7
C 6.064510 18.459741 26.861292 0.0 0.7 0.6
C 5.546194 18.388215 25.406069 1.1 -2.0 0.9
N 4.241586 19.186489 25.290417 1.8 1.6 -4.5
O 3.789492 19.212754 23.917383 -0.3 -0.4 2.8
C 5.284363 16.870981 25.208375 -0.9 0.6 -1.6
C 6.759880 18.702641 24.420836 -1.0 1.1 0.1
C 5.113585 21.668033 25.116678 0.2 -1.0 -0.8
H 2.739539 21.988743 26.613635 0.4 0.2 -0.2
H 2.357367 20.349032 26.760224 -0.4 -0.3 -0.3
H 2.276692 21.174531 25.129023 0.0 -0.2 0.1
H 4.222536 20.197858 28.082313 -0.6 0.0 -0.2
H 5.079602 21.643166 27.603556 -0.4 0.2 -0.2
H 6.463892 19.858265 28.527941 -0.2 -0.4 0.0
H 7.007894 20.390229 27.002213 0.0 0.1 -0.3
H 5.447644 17.790758 27.461346 -0.3 0.3 0.3
H 7.040746 17.975126 26.875528 0.0 0.0 -0.2
H 4.632252 16.360096 25.916786 0.1 0.3 0.3
H 6.215992 16.323784 25.064354 0.0 0.1 0.3
H 4.788512 16.839167 24.238210 -0.1 -0.5 -0.2
H 7.626808 18.093540 24.676845 -0.3 -0.2 0.3
H 7.078981 19.740064 24.520973 0.0 0.1 0.0
H 6.567036 18.523235 23.363140 -0.4 -0.1 0.1
H 6.180323 21.560024 25.312919 0.0 -0.1 0.0
H 4.860970 22.682836 25.424019 -0.4 -0.2 0.2
H 4.964896 21.584518 24.040103 0.0 0.0 0.1
C 1.460801 21.746033 29.733137 0.8 0.8 1.4
O 0.419718 20.961038 30.248452 -0.5 -0.4 -0.5
H 2.275947 21.095473 29.416286 -0.3 0.0 -0.5
H 1.185577 22.548836 29.049129 -0.3 -0.5 -0.8
H 1.885286 22.327669 30.551434 0.4 0.0 0.3
H -0.200312 21.542861 30.694156 -0.1 0.0 0.1
C 4.596238 24.395180 28.297086 -0.1 0.1 -1.2
O 5.653662 24.344103 29.212601 0.0 0.0 1.0
H 4.048003 25.330335 28.182948 0.5 0.6 0.3
H 5.078691 24.185551 27.342422 -0.9 -0.2 -0.6
H 3.772062 23.717279 28.519076 0.4 -0.7 0.3
H 6.445670 24.589602 28.728812 0.0 0.1 0.2
C 2.480752 17.422682 28.880952 -0.1 0.3 0.3
O 1.824984 16.410917 29.595310 -0.2 -0.8 -0.4
H 2.865318 17.104438 27.911957 0.1 -0.7 0.1
H 1.755150 18.197084 28.632147 0.2 0.7 0.2
H 3.322700 17.747498 29.492273 0.1 0.7 -0.3
H 1.544543 16.783614 30.434390 -0.1 0.0 0.1
C 5.400022 14.645441 21.081149 0.1 -1.0 0.3
O 5.461693 15.378432 22.314208 -0.1 0.4 -1.0
H 4.375480 14.463361 20.756716 -0.1 0.6 -0.2
H 6.015382 15.098767 20.304025 -0.1 0.1 0.1
H 5.753369 13.638002 21.300972 0.5 -0.1 -0.3
H 4.621226 15.143328 22.714109 -0.2 0.1 0.6
C 10.526613 18.532774 22.293492 -0.6 0.8 -0.4
O 10.269073 17.557343 23.287080 1.0 0.6 0.3
H 9.736492 18.660774 21.553622 -0.4 -0.6 -0.1
H 10.558092 19.542848 22.701955 0.3 -0.1 0.6
H 11.442585 18.427810 21.712036 0.2 -0.6 0.4
H 9.518319 16.983107 23.119116 -0.5 0.1 -0.6
C 8.932479 22.321833 26.347558 -0.1 -0.7 -0.3
O 9.482128 23.539470 25.935654 0.1 0.5 0.4
H 8.272902 22.409126 27.210946 -0.1 0.6 -0.1
H 8.365391 21.929384 25.503462 -0.3 -0.5 0.0
H 9.676496 21.581359 26.641214 0.2 -0.1 -0.1
H 10.195776 23.339295 25.325542 0.1 0.1 0.0
C 7.745537 21.067892 21.660710 -1.3 -0.6 1.7
O 8.238147 21.922794 20.748113 1.4 1.5 -2.1
H 8.510694 20.836504 22.401718 0.0 -0.3 -0.2
H 6.941302 21.586062 22.183014 -0.4 -0.3 0.6
H 7.321382 20.170562 21.210178 0.1 -0.5 0.1
H 7.528144 22.240316 20.185377 0.1 0.1 -0.1
C 1.128546 17.556934 25.361856 -0.4 -0.9 0.0
O 0.809590 18.725912 24.517891 1.2 -0.9 -0.1
H 2.193630 17.328299 25.323987 -0.1 0.3 -0.1
H 0.807731 17.706112 26.392830 0.2 0.5 -0.1
H 0.551011 16.717949 24.973708 0.2 0.0 -0.1
H 0.044312 19.117619 24.945104 -0.4 0.7 -0.6
C 1.610826 24.677733 26.216093 0.8 -0.1 -0.8
O 2.789505 25.008981 25.419252 -0.9 -0.5 0.9
H 1.026762 23.896710 25.729310 -0.3 0.2 -0.4
H 1.899305 24.206389 27.155616 0.1 0.5 0.4
H 1.013822 25.583127 26.325414 0.1 -0.2 0.3
H 2.862687 24.267519 24.813875 0.2 0.3 -0.1
C 4.406585 18.686422 20.697725 1.2 -0.1 0.2
O 3.031167 19.040322 20.869707 -0.8 0.0 0.9
H 4.495081 18.107025 19.778724 0.1 -0.2 0.2
H 4.983775 19.608177 20.624747 0.0 0.0 -0.1
H 4.769927 18.154832 21.577210 -0.2 -0.2 -0.2
H 2.850970 19.522058 20.059124 -0.9 0.4 0.0
C 10.145221 16.382282 26.726227 0.6 0.7 -0.4
O 10.796192 17.523508 26.134429 0.2 -0.7 0.9
H 9.084686 16.630284 26.683132 -0.3 -0.7 0.4
H 10.400701 15.436190 26.249009 -0.3 0.0 -0.6
H 10.520290 16.198617 27.733046 -0.3 0.7 0.2
H 10.600275 17.505087 25.194812 0.1 0.1 -0.5
C 8.892980 14.822762 22.148791 0.5 -1.5 -0.5
O 8.238392 15.863766 22.801135 -0.5 0.5 0.2
H 8.598061 14.760383 21.101300 0.5 0.4 -0.4
H 9.968571 14.926927 22.291482 -0.1 0.0 -0.3
H 8.576267 13.847292 22.517894 0.1 -0.1 0.5
H 7.340878 15.775599 22.472055 -0.7 0.5 0.6
C 6.780473 24.500057 23.549971 -0.6 -1.6 0.5
O 7.246197 25.655112 23.004936 0.9 1.6 -0.6
H 6.117715 23.994279 22.847798 -0.3 -0.4 0.0
H 7.610232 23.828473 23.770358 0.2 0.1 -0.2
H 6.261506 24.635174 24.498923 -0.3 0.2 0.2
H 6.515680 26.209216 22.720477 0.0 0.0 0.1
C 8.116913 21.238035 30.431765 0.3 0.6 -0.6
O 8.571464 20.474294 31.526253 -0.4 0.0 0.2
H 8.423908 20.780087 29.491478 -0.1 -0.3 -0.2
H 7.032344 21.345082 30.450753 -0.1 -0.3 0.2
H 8.501921 22.255254 30.359994 0.2 0.1 0.5
H 9.441014 20.741387 31.833100 0.0 0.1 -0.2
C 6.222476 13.197031 25.015557 -0.5 -0.6 -1.2
O 6.724057 11.908805 24.550672 -0.1 1.2 0.8
H 6.881453 13.677199 25.738959 0.1 -0.4 -0.1
H 6.072123 13.846971 24.153544 0.6 0.3 -0.1
H 5.202475 13.130778 25.394129 0.0 -0.4 0.6
H 6.244746 11.709800 23.743050 0.0 -0.1 0.0
C 3.188260 13.732103 27.667767 -0.4 0.8 -0.2
O 2.467007 12.695123 27.009139 0.5 0.1 0.4
H 2.746696 14.077072 28.602719 -0.2 -0.5 0.3
H 4.239945 13.501391 27.837540 -0.2 -0.4 -0.2
H 3.140085 14.630823 27.052888 0.3 0.3 -0.3
H 1.808006 13.122738 26.457347 -0.1 -0.2 0.0
C 5.873752 18.102148 30.667031 -0.4 -0.5 0.7
O 7.261373 18.032365 30.435467 -0.4 -0.2 -0.6
H 5.379289 17.267140 30.170676 0.2 0.0 -0.4
H 5.597986 17.941097 31.709200 0.4 0.1 0.4
H 5.346609 19.020012 30.406787 0.3 0.3 -0.5
H 7.689442 18.890448 30.480665 0.0 0.1 0.5
```
Positions in Å, forces in eV/Å.

---

Question: Which of these has the highest max |F|?
Answer: C26H84N4O14